{
  "formula": "C32H66FN7O10P2",
  "method": "wB97M-V/def2-TZVPD",
  "charge": 0,
  "elements": ["C", "C", "C", "O", "C", "C", "O", "C", "N", "O", "C", "O", "C", "C", "C", "C", "C", "C", "O", "C", "C", "O", "C", "C", "O", "F", "C", "O", "C", "C", "H", "H", "H", "H", "H", "H", "H", "H", "H", "H", "H", "H", "H", "H", "H", "H", "H", "H", "H", "H", "H", "H", "H", "H", "H", "H", "H", "H", "H", "H", "C", "N", "C", "P", "O", "N", "C", "C", "N", "C", "C", "H", "H", "H", "H", "H", "H", "H", "H", "H", "H", "H", "H", "H", "H", "H", "H", "H", "H", "C", "N", "C", "P", "O", "N", "C", "C", "N", "C", "C", "H", "H", "H", "H", "H", "H", "H", "H", "H", "H", "H", "H", "H", "H", "H", "H", "H", "H"],
  "positions_angstrom": [[1.52434, -0.10595, -2.87912], [1.06601, -0.09019, -4.35451], [1.83046, 0.95435, -5.21598], [2.16988, 2.12148, -4.47499], [1.78987, 3.32002, -5.10427], [1.60008, 4.49981, -4.12813], [0.35104, 5.13629, -4.65091], [0.47702, 6.41062, -4.85908], [0.45871, 7.52602, -4.84739], [2.60866, 5.43969, -4.04027], [2.91968, 5.87100, -2.75237], [3.51199, 6.83380, -2.57572], [2.32722, 4.86149, -1.70751], [1.85203, 5.62291, -0.45738], [1.39800, 4.73990, 0.73384], [-0.05710, 4.21393, 0.63827], [-0.83734, 4.22633, 1.97392], [-2.20676, 3.53696, 1.69840], [-3.05385, 4.54115, 1.09526], [-3.78196, 4.07974, 0.06002], [-4.14701, 5.13107, -0.99924], [-4.17136, 2.97390, -0.06224], [3.58751, 4.00423, -1.35091], [4.09628, 3.08939, -2.45408], [4.59636, 3.40146, -3.43866], [3.90088, 1.76821, -2.22084], [1.22898, 4.24311, -2.62089], [0.72381, 3.00534, -2.19403], [-0.69370, 2.90354, -2.27139], [-1.26076, 2.57808, -3.68291], [2.49158, -0.61396, -2.73569], [1.62227, 0.89286, -2.44009], [0.79474, -0.65362, -2.25920], [1.22059, -1.11231, -4.73776], [-0.02086, 0.07558, -4.35168], [1.22768, 1.15207, -6.11724], [2.77136, 0.46732, -5.52590], [2.61737, 3.61553, -5.78819], [0.89965, 3.24099, -5.74340], [1.03516, 6.32616, -0.68703], [2.68736, 6.24403, -0.09341], [1.44728, 5.37800, 1.63531], [2.04804, 3.87858, 0.93710], [-0.00927, 3.15991, 0.31704], [-0.64005, 4.76722, -0.11323], [-1.01512, 5.27160, 2.26153], [-0.35264, 3.62573, 2.75820], [-2.03992, 2.66736, 1.05120], [-2.67173, 3.24541, 2.65200], [-4.99584, 4.75530, -1.58081], [-3.30560, 5.34511, -1.67161], [-4.49401, 6.04101, -0.48499], [3.47979, 3.39996, -0.44253], [4.40043, 4.72167, -1.14831], [0.40831, 4.97779, -2.46791], [-1.23326, 3.77459, -1.86554], [-0.96557, 2.05235, -1.62554], [-0.54592, 2.07174, -4.33487], [-1.68279, 3.48943, -4.12803], [-2.09842, 1.87563, -3.53435], [0.25238, -6.05149, 1.62411], [0.09127, -5.13070, 0.52321], [-1.23910, -5.30809, -0.04673], [1.26233, -4.66710, -0.64128], [0.78800, -3.22732, -0.79511], [2.77506, -4.22864, 0.10304], [2.77479, -3.71102, 1.46382], [3.57239, -3.34924, -0.74942], [1.85734, -6.35146, -0.83382], [3.06896, -6.85620, -0.20891], [1.85379, -6.75211, -2.25394], [0.24735, -7.10294, 1.30148], [-0.56310, -5.92382, 2.34134], [1.16348, -5.87529, 2.19431], [-1.31896, -6.27526, -0.56644], [-1.46583, -4.51880, -0.76606], [-2.00937, -5.25314, 0.72429], [2.01434, -2.93693, 1.62488], [3.74953, -3.28551, 1.71322], [2.62046, -4.51241, 2.18861], [3.21317, -2.31439, -0.72789], [3.54242, -3.69019, -1.78947], [4.61988, -3.36419, -0.43687], [3.98101, -6.42237, -0.62961], [3.11378, -7.94094, -0.35360], [3.06905, -6.69455, 0.86690], [2.64150, -6.23819, -2.81877], [0.89170, -6.50326, -2.71342], [1.99405, -7.82916, -2.36221], [-4.10683, -2.58369, 5.84505], [-3.49357, -3.32886, 4.76914], [-3.20001, -4.68500, 5.22047], [-2.35574, -2.73289, 3.61677], [-2.92825, -3.55787, 2.46199], [-2.87467, -1.22533, 2.91920], [-4.29956, -0.92442, 2.84220], [-2.25981, -0.98577, 1.61272], [-1.49952, -1.82523, 4.91494], [-1.66520, -0.40008, 5.14952], [-0.05715, -2.13717, 4.91086], [-3.42703, -2.42118, 6.69437], [-4.97766, -3.12768, 6.22000], [-4.48518, -1.61663, 5.52117], [-2.38815, -4.69410, 5.96336], [-2.89657, -5.31490, 4.38179], [-4.08339, -5.15197, 5.66102], [-4.89144, -1.76167, 2.45670], [-4.47453, -0.06021, 2.19730], [-4.69295, -0.63528, 3.81819], [-2.73782, -1.56724, 0.81779], [-1.19858, -1.25622, 1.62917], [-2.31772, 0.07578, 1.35468], [-1.23904, 0.21741, 4.35251], [-1.16185, -0.13642, 6.08619], [-2.71004, -0.12822, 5.28109], [0.44782, -1.69402, 4.04346], [0.09403, -3.22114, 4.87154], [0.42908, -1.77602, 5.81923]],
  "mulliken_charge": [-0.0979, -0.6408, -0.6319, -0.1259, -1.8229, 2.0084, -0.4960, 0.5830, -0.5206, -0.5015, -0.1981, -0.4663, 1.4575, -1.5413, -0.8129, 0.5722, -0.9848, -0.2249, -0.3978, 0.9024, -0.9761, -0.5369, -0.6359, 0.1490, -0.4159, -0.2358, -1.2297, 0.0086, 0.1826, -1.4584, 0.2679, -0.5048, 0.3241, 0.4416, 0.2621, 0.3172, 0.4497, 0.2983, 0.6611, 0.4160, 0.4937, 0.4944, 0.3399, -0.0698, -0.1230, 0.4359, 0.3329, 0.0084, 0.4430, 0.3147, 0.1608, 0.3505, 0.4361, 0.5177, 0.7321, -0.1172, 0.5068, 0.1311, 0.3302, 0.3770, -0.7915, 0.6538, -1.1432, 0.8319, -0.8125, 0.2078, -1.1295, -1.2275, -0.0553, -0.8962, -1.0855, 0.2734, 0.1073, 0.2192, 0.2823, 0.2745, 0.2882, 0.2849, 0.4167, 0.2328, 0.3759, 0.3493, 0.3762, 0.2892, 0.3949, 0.2558, 0.3418, 0.3519, 0.3806, -0.9247, 0.1159, -1.0967, 1.1570, -0.8649, 0.2589, -1.1088, -0.7819, -0.0303, -0.9480, -1.1259, 0.3072, 0.3743, 0.1779, 0.3319, 0.2686, 0.3502, 0.3044, 0.3139, 0.2829, 0.2933, 0.3449, -0.0665, 0.3015, 0.4057, 0.2678, 0.3637, 0.3565, 0.3838]
}

---

{
  "formula": "C2H7ClN2O2P",
  "method": "wB97M-V/def2-TZVPD",
  "charge": -1,
  "de_lowest_ev": 0.542,
  "elements": ["C", "C", "N", "N", "O", "O", "P", "Cl", "H", "H", "H", "H", "H", "H", "H"],
  "positions_angstrom": [[-0.17091, -2.75264, 0.22445], [0.27901, -0.57486, 0.91338], [-0.57837, 0.60163, -1.19165], [-0.44800, -1.60822, 1.01236], [1.63436, 1.99860, -0.50645], [-0.48065, 2.70290, 0.66626], [0.21261, 1.88130, -0.63887], [-0.29024, 3.42223, -1.96268], [-0.71989, -3.45862, 0.75451], [-0.56379, -2.53193, -0.88723], [0.96834, -3.00099, 0.06311], [0.32468, 0.32694, 1.48677], [1.10336, -0.58378, 0.27200], [0.27411, 2.76094, 1.23406], [-1.54464, 0.81650, -1.44001]],
  "mulliken_charge": [-0.6557, -0.2485, -0.6163, -0.5396, -0.6184, -0.4925, 0.7683, -0.4133, 0.3193, 0.2239, 0.2289, 0.2707, 0.3218, 0.2980, 0.1534]
}

---

{
  "formula": "C5H6O",
  "method": "wB97M-V/def2-TZVPD",
  "charge": 0,
  "de_lowest_ev": 2.004,
  "elements": ["C", "C", "C", "O", "C", "C", "H", "H", "H", "H", "H", "H"],
  "positions_angstrom": [[-2.27456, -1.12290, 1.14693], [-1.45556, -1.26893, 0.27412], [-0.29709, -0.86227, -0.51608], [-0.05259, -1.19008, -1.65333], [0.53855, 0.12664, 0.28705], [1.22166, 1.10455, -0.65266], [-2.96474, -0.92370, 1.93276], [-0.12457, 0.59822, 1.01831], [1.25847, -0.46014, 0.87556], [2.13219, 1.52328, -0.22036], [0.54118, 1.91869, -0.92828], [1.47706, 0.55665, -1.56403]],
  "mulliken_charge": [-0.1135, -0.3004, 0.5017, -0.5248, -0.4081, -1.0354, 0.3839, 0.2982, 0.2922, 0.3203, 0.2965, 0.2894]
}

---

In the order shown, the computed orbital gap values come out to 7.276 8.314 10.692 eV.